(1)
{
  "formula": "C4H10O",
  "method": "the ωB97M-V functional and the def2-TZVPD basis",
  "e_tot_ev": -6355.1752,
  "e_above_lowest_kcal_mol": 19.6,
  "spin_multiplicity": 2,
  "total_charge": -1,
  "e_lumo_ev": [3.8702, 3.8234],
  "homo_lumo_gap_ha": [0.10313, 0.23980],
  "s2": 0.75,
  "symbols": ["O", "C", "H", "H", "C", "C", "C", "H", "H", "H", "H", "H", "H", "H", "H"],
  "xyz": [[-2.868, -0.354, -2.111], [-1.857, 0.143, -2.557], [-1.601, -0.106, -3.666], [-1.183, 0.761, -1.892], [1.022, 0.992, 0.291], [0.740, 0.129, 1.500], [0.304, -1.288, 1.163], [1.042, 0.437, -0.692], [1.998, 1.534, 0.379], [0.282, 1.856, 0.227], [-0.087, 0.668, 2.048], [1.580, 0.182, 2.252], [0.150, -1.965, 2.060], [-0.602, -1.219, 0.451], [1.081, -1.769, 0.548]]
}



(2)
{
  "formula": "C3H6N2O",
  "method": "the ωB97M-V functional and the def2-TZVPD basis",
  "e_tot_ev": -8232.5094,
  "e_above_lowest_kcal_mol": 96.6,
  "e_lumo_ev": 0.2576,
  "homo_lumo_gap_ha": 0.33991,
  "symbols": ["C", "C", "C", "N", "N", "O", "H", "H", "H", "H", "H", "H"],
  "xyz": [[3.621, -0.288, -0.984], [-0.384, -0.440, 0.698], [-0.539, -0.874, -0.834], [2.655, 0.502, -0.712], [1.811, 1.045, -0.143], [-1.320, -0.403, 1.442], [4.648, 0.098, -0.605], [3.632, -0.863, -1.980], [0.636, -0.319, 1.100], [-0.214, -0.119, -1.478], [-1.446, -1.172, -1.220], [0.094, -1.762, -0.897]]
}



(3)
{
  "formula": "C36H66F18N12P3",
  "method": "the ωB97M-V functional and the def2-TZVPD basis",
  "e_tot_ev": -133057.4149,
  "e_above_lowest_kcal_mol": 123.0,
  "total_charge": 3,
  "e_lumo_ev": -6.7075,
  "homo_lumo_gap_ha": 0.31211,
  "symbols": ["C", "C", "N", "C", "C", "N", "C", "C", "H", "H", "H", "H", "H", "H", "H", "H", "H", "H", "H", "C", "C", "N", "C", "C", "N", "C", "C", "H", "H", "H", "H", "H", "H", "H", "H", "H", "H", "H", "C", "C", "N", "C", "C", "N", "C", "C", "H", "H", "H", "H", "H", "H", "H", "H", "H", "H", "H", "C", "C", "N", "C", "C", "N", "C", "C", "H", "H", "H", "H", "H", "H", "H", "H", "H", "H", "H", "C", "C", "N", "C", "C", "N", "C", "C", "H", "H", "H", "H", "H", "H", "H", "H", "H", "H", "H", "C", "C", "N", "C", "C", "N", "C", "C", "H", "H", "H", "H", "H", "H", "H", "H", "H", "H", "H", "P", "F", "F", "F", "F", "F", "F", "P", "F", "F", "F", "F", "F", "F", "P", "F", "F", "F", "F", "F", "F"],
  "xyz": [[-4.264, 1.437, -0.938], [-3.815, 1.745, -2.338], [-2.897, 2.896, -2.374], [-2.897, 4.039, -1.648], [-1.696, 4.710, -1.841], [-0.973, 4.030, -2.816], [-1.822, 2.974, -3.180], [0.281, 4.392, -3.336], [-5.119, 2.003, -0.567], [-3.447, 1.469, -0.218], [-4.664, 0.423, -0.969], [-4.634, 1.843, -3.050], [-3.072, 1.030, -2.689], [-3.790, 4.281, -1.092], [-1.362, 5.695, -1.547], [-1.533, 2.171, -3.841], [0.457, 5.422, -3.027], [0.463, 4.404, -4.411], [1.107, 3.905, -2.817], [-2.571, 3.254, 5.378], [-2.011, 2.752, 4.104], [-2.948, 1.684, 3.486], [-4.242, 1.776, 3.014], [-4.615, 0.590, 2.450], [-3.634, -0.329, 2.772], [-2.566, 0.371, 3.356], [-3.516, -1.751, 2.651], [-3.625, 3.521, 5.297], [-1.926, 4.029, 5.791], [-2.550, 2.431, 6.092], [-0.985, 2.386, 4.080], [-1.902, 3.573, 3.396], [-4.662, 2.760, 3.164], [-5.422, 0.106, 1.920], [-1.581, -0.033, 3.539], [-4.080, -2.284, 3.416], [-2.455, -1.987, 2.727], [-3.951, -2.100, 1.714], [0.109, 9.740, 1.883], [1.447, 9.427, 1.162], [1.475, 7.948, 0.820], [2.339, 7.273, 0.011], [1.936, 5.963, -0.070], [0.953, 5.716, 0.807], [0.691, 7.023, 1.333], [0.351, 4.466, 1.162], [0.170, 10.775, 2.219], [0.129, 9.166, 2.809], [-0.765, 9.636, 1.241], [2.383, 9.564, 1.702], [1.517, 9.976, 0.223], [3.166, 7.754, -0.490], [2.368, 5.176, -0.670], [-0.113, 7.174, 2.038], [0.430, 4.358, 2.243], [0.823, 3.566, 0.766], [-0.628, 4.505, 0.684], [2.486, -2.360, -4.162], [2.176, -1.389, -3.052], [3.194, -1.353, -2.090], [3.640, -2.445, -1.349], [4.762, -1.994, -0.639], [5.080, -0.708, -1.146], [4.101, -0.332, -2.055], [6.106, 0.180, -0.674], [1.671, -2.172, -4.860], [2.485, -3.402, -3.843], [3.402, -2.020, -4.646], [1.282, -1.807, -2.588], [1.961, -0.362, -3.347], [3.039, -3.339, -1.414], [5.427, -2.449, 0.081], [4.001, 0.507, -2.728], [6.582, -0.332, 0.162], [5.667, 1.130, -0.368], [6.907, 0.211, -1.412], [-1.530, -8.653, -1.125], [-0.983, -7.495, -2.074], [-1.768, -6.309, -2.186], [-3.115, -6.357, -2.314], [-3.549, -5.047, -2.448], [-2.484, -4.243, -2.234], [-1.344, -5.033, -2.114], [-2.521, -2.803, -2.161], [-0.821, -9.480, -1.181], [-2.495, -9.054, -1.434], [-1.546, -8.365, -0.073], [-0.995, -7.861, -3.100], [0.034, -7.225, -1.788], [-3.588, -7.284, -2.604], [-4.538, -4.632, -2.578], [-0.331, -4.840, -1.793], [-1.575, -2.459, -2.579], [-2.679, -2.416, -1.154], [-3.420, -2.496, -2.696], [4.874, -0.582, 2.716], [3.475, -0.177, 3.175], [2.583, -1.211, 3.706], [2.306, -1.384, 5.024], [1.418, -2.476, 5.182], [1.183, -2.936, 3.895], [1.975, -2.250, 3.013], [0.303, -4.040, 3.626], [4.806, -1.480, 2.101], [5.697, -0.747, 3.412], [5.406, 0.186, 2.154], [2.893, 0.106, 2.298], [3.599, 0.587, 3.943], [2.611, -0.733, 5.829], [0.877, -2.784, 6.065], [1.991, -2.391, 1.943], [0.740, -4.898, 4.135], [0.144, -4.172, 2.555], [-0.686, -3.864, 4.049], [-1.526, -1.043, -5.872], [-1.659, -0.754, -4.267], [-3.167, -1.139, -5.967], [-1.702, 0.528, -6.111], [-1.149, -1.320, -7.467], [0.033, -0.780, -5.735], [-1.460, -2.586, -5.662], [2.283, -5.649, 0.542], [2.215, -5.735, 2.093], [2.896, -7.200, 0.659], [0.881, -6.385, 0.435], [2.619, -5.533, -0.992], [1.401, -4.262, 0.459], [3.701, -4.849, 0.749], [-0.270, -0.077, 0.101], [0.294, -1.583, -0.018], [0.083, -0.172, 1.657], [1.135, 0.713, -0.304], [-0.837, 1.449, 0.159], [-0.791, -0.040, -1.507], [-1.756, -0.671, 0.472]]
}



(4)
{
  "formula": "C3H9NO",
  "method": "the ωB97M-V functional and the def2-TZVPD basis",
  "e_tot_ev": -6791.8388,
  "e_above_lowest_kcal_mol": 74.2,
  "e_lumo_ev": 1.0517,
  "smiles": "C=C.NCO",
  "homo_lumo_gap_ha": 0.37931,
  "symbols": ["C", "C", "H", "H", "H", "H", "N", "C", "O", "H", "H", "H", "H", "H"],
  "xyz": [[3.363, -3.181, -2.469], [2.668, -4.250, -2.772], [3.433, -2.632, -1.520], [4.033, -2.676, -3.156], [1.930, -4.908, -2.119], [2.872, -4.542, -3.903], [-2.594, 3.169, 2.843], [-2.071, 2.130, 1.977], [-2.070, 2.658, 0.633], [-1.918, 3.864, 3.292], [-3.553, 3.609, 2.510], [-0.984, 1.985, 2.128], [-2.748, 1.153, 2.066], [-2.360, 3.621, 0.491]]
}



(5)
{
  "formula": "C6H16NO2",
  "method": "the ωB97M-V functional and the def2-TZVPD basis",
  "e_tot_ev": -12066.6552,
  "e_above_lowest_kcal_mol": 15.1,
  "total_charge": -1,
  "e_lumo_ev": 3.6470,
  "homo_lumo_gap_ha": 0.26364,
  "symbols": ["C", "C", "N", "C", "C", "C", "C", "O", "H", "H", "H", "H", "H", "H", "H", "H", "H", "H", "H", "H", "H", "H", "H", "H", "O"],
  "xyz": [[-0.272, -2.728, -1.185], [-0.541, -1.219, -1.032], [-0.289, -0.804, 0.361], [-2.276, 1.324, 0.098], [-0.945, 1.558, 0.827], [0.182, 0.555, 0.514], [1.271, 0.616, 1.586], [2.530, 0.287, 1.149], [-1.087, -3.277, -1.666], [-0.148, -3.241, -0.228], [0.631, -2.899, -1.776], [0.138, -0.683, -1.684], [-1.609, -1.061, -1.243], [0.464, -1.415, 0.680], [-2.087, 1.125, -0.951], [-2.800, 0.496, 0.563], [-2.918, 2.204, 0.205], [-0.553, 2.563, 0.683], [-1.125, 1.545, 1.906], [0.677, 0.964, -0.379], [1.233, 1.620, 2.037], [0.935, -0.067, 2.408], [2.861, 0.726, -0.118], [2.560, 0.676, -1.674], [3.169, 1.137, -1.081]]
}



(6)
{
  "formula": "C3H8NO2",
  "method": "the ωB97M-V functional and the def2-TZVPD basis",
  "e_tot_ev": -8817.5398,
  "e_above_lowest_kcal_mol": 55.6,
  "total_charge": 1,
  "e_lumo_ev": -4.9047,
  "homo_lumo_gap_ha": 0.38306,
  "symbols": ["O", "C", "O", "H", "H", "C", "C", "N", "H", "H", "H", "H", "H", "H"],
  "xyz": [[-0.851, 0.860, 0.574], [-0.431, 1.247, 1.659], [0.691, 0.911, 2.274], [-1.073, 2.021, 2.104], [0.486, 0.794, 3.147], [-0.373, -1.706, -2.278], [1.083, -0.288, -1.116], [-0.101, -0.853, -1.094], [-1.092, -1.277, -2.970], [-0.966, -2.605, -1.848], [0.568, -1.975, -2.686], [1.579, -0.093, -2.088], [1.497, 0.149, -0.150], [-0.686, -0.727, -0.227]]
}